*one*
Entry from the Open Molecules 2025 dataset: a single C2H8N2O molecule (ωB97M-V/def2-TZVPD).

Element x y z (Å)
1 N -0.00734 -0.92451 -1.88922
2 C -0.29456 -1.35372 -0.52017
3 O 0.05017 -0.27866 0.34911
4 C -0.49566 1.03779 0.76138
5 N 0.64993 1.66942 1.33527
6 H 0.47943 -0.04438 -1.78598
7 H 0.69311 -1.57939 -2.22021
8 H -1.35380 -1.54742 -0.33861
9 H 0.28459 -2.18920 -0.13498
10 H -1.27652 0.80945 1.48024
11 H -0.83908 1.56677 -0.12367
12 H 1.41804 1.35728 0.76459
13 H 0.69170 1.47657 2.32226

The calculation puts the HOMO energy at -9.40 eV. The SMILES is NCOCN. Its frontier orbital gap is 10.46 eV. For the lowest unoccupied orbital energy, the calculation gives 1.064 eV.


*two*
Entry from the Open Molecules 2025 dataset: a molecular structure, C2H8N2O (ωB97M-V/def2-TZVPD).

Element x y z (Å)
1 C 0.23583 0.44902 -0.11521
2 C 1.39186 -0.50806 -0.25547
3 N -0.87507 0.15478 -0.90828
4 N 0.03984 1.00910 1.13763
5 O -1.89770 -0.88291 0.11265
6 H -2.01201 -1.66311 -0.44146
7 H -1.61417 0.83864 -0.77057
8 H 0.18053 1.15057 -1.18207
9 H -0.93615 1.18074 1.35437
10 H 0.48128 0.52575 1.90756
11 H 2.29832 -0.07798 0.16746
12 H 1.56118 -0.75723 -1.30023
13 H 1.14627 -1.41931 0.29361

The calculation puts the HOMO energy at -9.02 eV. Its frontier orbital gap is 9.91 eV. For the lowest unoccupied orbital energy, the calculation gives 0.887 eV.


The structure with the most favorable energy is *one*; the runner-up is 51.7 kcal/mol above it.